Entry 1:
# C2H7NS2

A cluster of 2 separate species, C2H7NS2 in total at a distorted geometry (wB97M-V/def2-TZVPD, OMol25).

SMILES   CN=S.CS
LUMO energy (spin up / spin down)   -0.93 / -0.92 eV
Largest force on an atom   0.057 Eh/bohr
Charge   0
Gap between HOMO and LUMO (spin up / spin down)   7.197 / 7.194 eV
E   -931.416593 Eh
Highest occupied orbital energy (spin up / spin down)   -8.124 / -8.118 eV

Each line ends with the Löwdin charge.
CARTESIAN COORDINATES (ANGSTROEM)
C: -0.792 -0.258 1.807  -0.360
N: -1.887 0.258 1.092  -0.618
S: -2.525 1.656 1.261  0.648
H: -0.023 0.462 2.265  0.085
H: -1.114 -1.094 2.531  0.115
H: -0.215 -1.005 1.262  0.005
C: 0.710 -0.157 -2.042  -0.465
S: 1.345 0.175 -0.382  0.630
H: 1.379 -0.835 -2.577  0.035
H: 0.716 0.792 -2.514  -0.001
H: -0.333 -0.347 -2.074  0.022
H: 2.741 0.354 -0.629  -0.096

---

Entry 2:
# C24H51NO10S2Si

A cluster of 3 separate species, C24H51NO10S2Si in total at a distorted geometry (wB97M-V/def2-TZVPD, OMol25).

SMILES   CCC[C@@H](C)[Si@@H](CCCCCN)CCCCCCCCOC(C)=O.O=S1(=O)OCCO1.O=S1(=O)OCCO1
LUMO energy   0.24 eV
Largest force on an atom   0.090 Eh/bohr
Charge   0
Gap between HOMO and LUMO   9.119 eV
E   -2837.866171 Eh
Highest occupied orbital energy   -8.875 eV

Each line ends with the Löwdin charge.
CARTESIAN COORDINATES (ANGSTROEM)
C: -2.916 2.416 2.940  -0.133
C: -2.214 2.795 1.519  -0.241
C: -1.527 1.454 0.983  -0.237
C: -0.851 1.615 -0.498  -0.385
C: 0.688 1.094 -0.308  -0.129
Si: -1.719 0.401 -1.694  0.670
C: -3.660 0.551 -1.620  -0.281
C: -4.379 -0.890 -1.477  -0.277
C: -4.601 -1.349 0.043  -0.223
C: -4.723 -2.958 0.214  -0.176
C: -5.969 -3.213 1.234  -0.277
N: -5.665 -4.333 2.188  -0.054
C: -1.247 0.599 -3.541  -0.281
C: 0.043 1.515 -3.831  -0.238
C: 1.127 0.716 -4.735  -0.212
C: 2.087 -0.252 -3.891  -0.206
C: 1.534 -1.768 -3.758  -0.204
C: 2.303 -2.647 -2.665  -0.199
C: 2.269 -1.944 -1.208  -0.165
C: 2.411 -3.015 0.002  -0.144
O: 1.562 -2.477 1.086  -0.093
C: 0.289 -3.117 1.039  -0.399
C: -0.502 -3.567 2.375  0.006
O: -0.313 -3.363 -0.043  0.020
H: -2.156 1.785 3.537  0.076
H: -3.237 3.340 3.526  0.069
H: -3.797 1.713 2.720  0.070
H: -2.978 3.254 0.812  0.110
H: -1.383 3.542 1.804  0.093
H: -2.244 0.556 1.023  0.081
H: -0.689 1.201 1.736  0.110
H: -0.902 2.707 -0.833  0.093
H: 0.783 0.279 0.479  0.075
H: 1.362 2.004 -0.125  0.061
H: 0.951 0.594 -1.314  0.025
H: -1.408 -0.964 -1.235  0.015
H: -4.012 1.312 -0.842  0.074
H: -4.018 0.966 -2.638  0.071
H: -3.786 -1.708 -2.024  0.097
H: -5.420 -0.889 -1.977  0.110
H: -3.671 -1.032 0.638  0.087
H: -5.486 -0.785 0.487  0.105
H: -4.914 -3.433 -0.802  0.105
H: -3.774 -3.331 0.718  0.090
H: -6.876 -3.444 0.568  0.117
H: -6.200 -2.293 1.869  0.102
H: -5.684 -5.235 1.698  0.058
H: -4.733 -4.148 2.598  0.056
H: -2.147 1.070 -4.090  0.076
H: -1.121 -0.439 -4.032  0.069
H: -0.320 2.378 -4.509  0.107
H: 0.500 2.012 -2.917  0.088
H: 0.647 0.139 -5.592  0.112
H: 1.812 1.503 -5.231  0.107
H: 2.401 0.202 -2.889  0.091
H: 3.065 -0.346 -4.500  0.112
H: 1.707 -2.255 -4.790  0.116
H: 0.417 -1.830 -3.547  0.094
H: 1.741 -3.647 -2.527  0.113
H: 3.358 -2.927 -2.998  0.110
H: 3.026 -1.087 -1.117  0.116
H: 1.199 -1.531 -1.104  0.088
H: 3.477 -3.051 0.421  0.107
H: 2.092 -4.060 -0.330  0.131
H: -1.560 -3.139 2.332  0.080
H: 0.045 -3.149 3.299  0.088
H: -0.478 -4.711 2.371  0.098
O: -0.263 5.289 -0.607  -0.219
S: 0.781 5.017 0.335  0.647
O: 1.099 3.693 0.779  -0.246
O: 0.548 5.958 1.635  -0.190
C: 1.697 6.781 1.843  -0.169
C: 2.304 6.978 0.463  -0.170
O: 2.142 5.721 -0.195  -0.185
H: 2.384 6.246 2.504  0.134
H: 1.410 7.725 2.306  0.137
H: 3.357 7.257 0.507  0.137
H: 1.753 7.731 -0.108  0.134
O: 8.099 -0.841 3.678  -0.227
S: 6.884 -1.374 4.215  0.649
O: 6.715 -1.672 5.604  -0.225
O: 6.481 -2.686 3.350  -0.189
C: 5.185 -2.502 2.778  -0.178
C: 5.035 -1.001 2.593  -0.173
O: 5.656 -0.424 3.742  -0.190
H: 4.444 -2.889 3.483  0.137
H: 5.106 -3.044 1.836  0.115
H: 3.992 -0.692 2.523  0.135
H: 5.577 -0.656 1.707  0.135

---

Entry 3:
# C4H4O5Y

A structure of composition C4H4O5Y at a distorted geometry (wB97M-V/def2-TZVPD, OMol25).

2S+1   2
⟨S²⟩   0.75
LUMO energy (spin up / spin down)   -1.59 / -1.68 eV
Largest force on an atom   0.083 Eh/bohr
Charge   0
Gap between HOMO and LUMO (spin up / spin down)   5.747 / 7.161 eV
E   -569.306159 Eh
Highest occupied orbital energy (spin up / spin down)   -7.335 / -8.842 eV

Each line ends with the Mulliken spin population.
CARTESIAN COORDINATES (ANGSTROEM)
O: 0.525 0.671 0.496  0.005
H: 0.360 -2.371 -2.020  0.000
O: -1.599 0.782 -0.184  0.006
O: -0.121 -0.480 -1.403  0.002
C: 0.610 -1.667 -1.214  -0.001
C: 0.162 -2.168 0.180  0.001
O: -0.797 -1.223 0.588  0.000
C: -0.505 0.011 -0.103  -0.015
H: 1.696 -1.476 -1.240  0.000
H: 1.011 -2.204 0.882  0.000
H: -0.308 -3.160 0.146  0.000
Y: -0.717 2.540 0.869  0.361
C: -0.438 4.878 1.321  0.458
O: 0.121 5.866 1.682  0.181

---

Entry 4:
# C5H16N3O

A cluster of 2 separate species, C5H16N3O in total at a distorted geometry (wB97M-V/def2-TZVPD, OMol25).

LUMO energy   -2.83 eV
Largest force on an atom   0.046 Eh/bohr
Charge   +1
Gap between HOMO and LUMO   11.005 eV
E   -439.394264 Eh
Highest occupied orbital energy   -13.834 eV

Each line ends with the Löwdin charge.
CARTESIAN COORDINATES (ANGSTROEM)
C: 0.951 -0.071 2.038  -0.196
C: 2.344 -0.563 2.565  -0.045
C: 0.158 1.829 0.695  -0.440
N: 1.151 1.158 1.270  0.087
N: -1.082 1.352 0.816  0.217
N: 0.354 2.994 0.085  0.214
H: 0.654 -0.895 1.407  0.097
H: 0.232 0.068 2.836  0.126
H: 2.637 -1.415 1.956  0.076
H: 2.335 -0.873 3.603  0.080
H: 2.064 1.178 0.838  0.156
H: -1.146 0.339 0.772  0.098
H: -1.837 1.822 0.341  0.134
H: 1.250 3.449 0.011  0.134
H: -0.288 3.281 -0.639  0.132
H: 3.095 0.206 2.442  0.069
C: -1.621 -0.897 -2.127  -0.272
C: -1.626 -2.205 -2.939  -0.055
O: -0.814 -0.994 -0.922  -0.132
H: -1.349 -0.022 -2.720  0.105
H: -2.598 -0.695 -1.695  0.104
H: -2.639 -2.428 -3.241  0.079
H: -0.155 -1.689 -1.038  0.077
H: -0.979 -2.952 -2.488  0.076
H: -1.092 -1.975 -3.867  0.077

---

Entry 5:
# C3H3FNaO2

A structure of composition C3H3FNaO2 at a distorted geometry (wB97M-V/def2-TZVPD, OMol25).

2S+1   2
⟨S²⟩   0.76
LUMO energy (spin up / spin down)   -2.22 / -2.21 eV
Largest force on an atom   0.042 Eh/bohr
Charge   0
Gap between HOMO and LUMO (spin up / spin down)   5.435 / 4.378 eV
E   -528.616547 Eh
Highest occupied orbital energy (spin up / spin down)   -7.652 / -6.592 eV

Each line ends with the Mulliken spin population.
CARTESIAN COORDINATES (ANGSTROEM)
H: 0.355 1.992 -0.514  0.021
O: 1.262 0.007 -0.212  0.055
O: 0.143 -1.976 -0.224  0.079
C: 0.419 1.238 0.278  -0.030
C: -0.720 0.278 0.385  0.518
C: 0.167 -0.755 -0.116  0.089
H: 0.851 1.620 1.210  0.017
H: -1.536 0.206 1.100  0.000
Na: 1.929 -3.637 -0.686  0.000
F: -2.871 1.028 -1.220  0.251

---

Q: Among the records above, which one has the highest E?
A: C5H16N3O

---

Q: Number 5 is which compound?
A: C3H3FNaO2

---

Q: Which value of largest force on an atom does entry 1 give?
A: 0.057 Eh/bohr